The following is a quantum chemistry calculation of C38H95BaN6O13 as an isolated structure in a non-equilibrium geometry, from OMol25.

Each line ends with the Löwdin charge.
Atoms and positions in Å:
1 O 0.710 1.868 -1.705  -0.291
2 N 0.729 3.178 8.844  -0.034
3 H 7.475 -3.533 10.323  0.081
4 H 1.702 2.546 -6.691  0.074
5 H 1.394 -8.153 -0.786  0.084
6 H -6.468 -2.563 3.436  0.111
7 H 6.394 -2.740 8.063  0.129
8 H -9.358 7.274 -7.863  0.090
9 H -7.854 0.284 2.945  0.117
10 H 7.705 -4.485 5.923  0.121
11 C 6.514 5.652 -2.364  -0.122
12 H 5.376 -2.154 3.316  0.118
13 C 7.372 4.000 -3.858  -0.158
14 H -6.877 -4.606 1.202  0.112
15 H -4.877 -6.599 3.335  0.083
16 C 0.240 -6.283 -4.432  -0.197
17 H 2.132 6.351 5.611  0.082
18 H 2.352 1.219 -5.795  0.100
19 H 9.143 -3.847 10.202  0.088
20 O -7.673 6.782 -6.816  -0.170
21 H 0.191 -6.272 -2.211  0.114
22 H -0.761 -6.707 -4.518  0.106
23 H -6.391 -6.654 2.527  0.083
24 C 1.837 -8.343 -9.457  -0.181
25 H -6.000 6.020 -5.182  0.105
26 H 0.000 -5.221 -4.471  0.112
27 H 1.456 -7.582 -5.733  0.105
28 C 0.744 -6.744 -3.023  -0.208
29 Ba 3.178 5.831 -4.863  1.486
30 C -6.684 4.586 -6.422  -0.217
31 H -8.720 -3.585 2.652  0.102
32 H 7.589 2.258 -5.227  0.123
33 H 0.732 5.309 5.297  0.082
34 H 7.840 3.503 -3.008  0.132
35 C -8.885 -1.624 3.163  -0.198
36 H 5.802 3.380 -8.123  0.122
37 C -0.357 -0.022 -0.580  -0.111
38 H -9.125 2.512 2.393  0.082
39 O -0.372 4.807 10.973  -0.198
40 O -6.519 4.823 -2.753  -0.204
41 H 1.092 -6.073 -8.962  0.117
42 H -8.504 -1.662 4.184  0.109
43 H 2.753 2.635 8.348  0.114
44 O 3.660 2.554 -6.913  -0.262
45 H -6.805 3.174 -4.055  0.117
46 H -7.863 7.797 -8.692  0.087
47 H 7.247 -1.617 1.299  0.084
48 C -9.948 1.825 2.197  -0.124
49 C 6.898 -3.629 7.684  -0.213
50 H 1.257 -9.660 -1.661  0.090
51 N 1.122 -6.644 -5.563  -0.053
52 H 7.143 4.147 -6.605  0.111
53 H -4.164 4.576 -4.191  0.099
54 C 0.554 -6.101 -6.836  -0.204
55 O 6.217 4.702 -3.363  -0.289
56 H 2.338 4.890 4.652  0.077
57 C -8.750 -0.202 2.561  -0.237
58 H 4.786 1.044 -7.951  0.128
59 C -5.595 5.344 -1.776  -0.085
60 O 1.468 -8.053 -8.174  -0.155
61 C 6.435 -2.299 1.049  -0.118
62 H -1.719 5.316 12.360  0.085
63 H -7.453 4.487 -5.656  0.116
64 C 8.204 -4.023 9.677  -0.137
65 C 1.385 -6.607 -8.058  -0.203
66 O 2.093 4.563 6.675  -0.204
67 C -6.824 -2.720 2.418  -0.181
68 O 8.202 -3.671 8.326  -0.192
69 C -8.332 7.615 -7.725  -0.126
70 H 6.715 -2.669 0.063  0.082
71 H -10.823 2.286 2.655  0.088
72 H 5.426 -1.889 1.000  0.087
73 H 7.552 -2.827 5.889  0.111
74 C 1.526 -8.609 -1.767  -0.138
75 H 8.041 4.698 -4.361  0.123
76 C 0.688 2.742 10.323  -0.149
77 N -5.645 5.177 -5.611  -0.059
78 H 2.522 -7.643 -9.936  0.082
79 H -0.511 3.144 12.101  0.119
80 H -6.195 5.918 -1.070  0.091
81 H -10.136 1.830 1.124  0.086
82 H 2.345 1.150 -7.588  0.096
83 H 6.952 -2.486 3.767  0.109
84 C 6.848 3.012 -4.963  -0.181
85 C 0.408 1.289 -0.462  -0.476
86 H 7.944 -5.081 9.708  0.084
87 C 5.655 -4.162 4.127  -0.215
88 C -7.270 5.577 -7.404  -0.251
89 C -5.422 -6.156 2.502  -0.105
90 H 6.861 2.185 -7.572  0.119
91 H 0.360 -0.829 -0.730  0.057
92 H 6.367 -4.517 8.029  0.116
93 H -9.950 -1.840 3.243  0.117
94 H -8.395 8.634 -7.344  0.086
95 N -8.308 -2.713 2.354  -0.074
96 H 0.705 -5.022 -6.815  0.111
97 C 1.720 2.573 8.007  -0.256
98 H 1.548 3.070 10.907  0.106
99 H 1.023 -8.427 -10.177  0.088
100 H -5.148 4.521 -1.218  0.080
101 H -4.890 -6.420 1.588  0.084
102 C 1.803 5.318 5.500  -0.118
103 O 6.434 -3.361 1.980  -0.194
104 C 1.712 3.141 6.614  -0.200
105 C 6.993 -3.709 6.204  -0.205
106 H -6.402 3.713 -7.011  0.132
107 H -0.473 -6.385 -7.065  0.111
108 C -1.538 5.518 11.304  -0.117
109 H -8.139 5.068 -7.822  0.122
110 H -8.660 -0.320 1.481  0.121
111 H 6.066 2.387 -4.531  0.117
112 H 1.577 1.496 7.921  0.118
113 H 0.555 4.166 8.734  0.103
114 H -1.483 6.589 11.109  0.087
115 H -1.419 3.028 10.562  0.118
116 O 0.654 -8.147 -2.745  -0.184
117 H 0.604 1.676 10.539  0.110
118 H -4.673 3.300 -5.141  0.117
119 C -0.514 3.401 11.042  -0.238
120 C -5.069 4.197 -4.665  -0.220
121 C 4.844 1.717 -7.096  -0.159
122 H -2.430 5.205 10.761  0.082
123 H 4.970 1.061 -6.234  0.119
124 H -6.564 5.755 -8.215  0.122
125 H 2.357 2.617 5.908  0.115
126 H 1.703 -6.239 -2.906  0.112
127 C 6.090 -2.977 3.316  -0.231
128 N 5.673 -3.975 5.562  -0.055
129 C 2.485 1.787 -6.715  -0.112
130 C 5.990 2.754 -7.250  -0.225
131 O -9.818 0.622 2.905  -0.185
132 H -0.140 1.990 0.166  0.089
133 H 2.363 -6.240 -7.743  0.114
134 H -4.810 5.846 -2.341  0.078
135 H -5.544 -3.679 0.940  0.110
136 H 4.689 -4.503 3.753  0.125
137 C -6.185 -3.983 1.768  -0.215
138 H 2.376 -9.284 -9.566  0.089
139 H 1.272 1.269 0.202  0.082
140 H -5.361 3.157 -2.938  0.112
141 H 6.990 5.135 -1.531  0.098
142 H -0.865 -0.242 0.359  0.062
143 H 7.164 6.486 -2.626  0.095
144 C -6.013 3.752 -3.577  -0.221
145 N 6.362 3.656 -6.194  -0.084
146 H 6.333 -4.972 3.856  0.115
147 H 2.569 -8.510 -2.067  0.088
148 H 4.990 -4.376 6.190  0.108
149 H 5.567 6.066 -2.019  0.071
150 H 0.742 3.024 6.133  0.115
151 H -6.391 -1.845 1.932  0.106
152 H -1.031 -0.087 -1.434  0.065
153 O -5.501 -4.748 2.744  -0.191

Computed properties:
Kohn-Sham gap in eV: 2.46
HOMO level in eV: -7.9
Charge: +1
Molecular weight in Da: 981.5
Relative energy (zero: lowest compared OMol25 entry of this formula, charge and spin) in eV: 13.591